(1)
Below is a molecular structure, C42H39N4O3P2Y, with properties calculated with ωB97M-V/def2-TZVPD.

CARTESIAN COORDINATES (ANGSTROEM)
1 Y 0.018990 1.491631 1.099831
2 C -2.384847 1.591388 -3.098337
3 N -1.748686 1.597292 -1.772894
4 P -1.582288 3.018486 -0.841159
5 C -3.235794 3.657080 -0.502921
6 C -3.740667 3.553298 0.791109
7 C -5.041019 3.941352 1.077300
8 C -5.847562 4.429732 0.060077
9 C -5.354252 4.539595 -1.234883
10 C -4.052911 4.160080 -1.518017
11 C -0.787757 4.201395 -1.943759
12 C 0.235029 3.773785 -2.790621
13 C 0.908919 4.689301 -3.581761
14 C 0.578950 6.037112 -3.518527
15 C -0.425197 6.469855 -2.664580
16 C -1.111876 5.556642 -1.877813
17 P -1.757009 0.216658 -0.780615
18 C -3.454250 -0.373159 -0.657110
19 C -4.174866 -0.086803 0.502185
20 C -5.509685 -0.445641 0.607132
21 C -6.131675 -1.090900 -0.451903
22 C -5.422610 -1.380089 -1.611519
23 C -4.087916 -1.025652 -1.716687
24 C -0.849200 -1.050482 -1.694260
25 C -1.108931 -2.403255 -1.477639
26 C -0.299680 -3.368925 -2.059592
27 C 0.775560 -2.993857 -2.853511
28 C 1.040568 -1.647441 -3.069117
29 C 0.240152 -0.678811 -2.484743
30 H -2.059762 2.465641 -3.660804
31 H -3.473482 1.599684 -3.012563
32 H -2.075042 0.700675 -3.644237
33 H -3.113091 3.167458 1.590490
34 H -5.423515 3.866833 2.086382
35 H -6.863060 4.733228 0.276355
36 H -5.984882 4.928686 -2.022823
37 H -3.668628 4.269086 -2.524894
38 H 0.498002 2.723304 -2.841829
39 H 1.689948 4.352169 -4.249706
40 H 1.104733 6.750688 -4.138382
41 H -0.682013 7.519321 -2.615526
42 H -1.902429 5.902171 -1.224082
43 H -3.693015 0.424029 1.329692
44 H -6.062005 -0.226720 1.510970
45 H -7.172602 -1.374756 -0.373543
46 H -5.911257 -1.886229 -2.433074
47 H -3.537801 -1.266515 -2.618126
48 H -1.949519 -2.708468 -0.865917
49 H -0.515292 -4.416958 -1.897648
50 H 1.408383 -3.748636 -3.300977
51 H 1.875505 -1.351877 -3.690577
52 H 0.459061 0.369235 -2.655809
53 C 5.314550 -5.265223 6.048420
54 O 5.428288 -4.141469 5.180993
55 C 5.115812 -4.307916 3.884446
56 C 4.650480 -5.497731 3.329436
57 C 4.382429 -5.549483 1.970570
58 C 4.511890 -4.424116 1.167188
59 C 5.011801 -3.240564 1.723152
60 C 5.314523 -3.189581 3.064099
61 N 4.193822 -4.649920 -0.205048
62 N 3.728589 -3.786118 -0.958213
63 C 3.341419 -2.479252 -0.517865
64 C 3.925383 -1.381324 -1.081827
65 C 3.471732 -0.079054 -0.797149
66 C 2.394877 0.118179 0.022854
67 O 1.868100 1.339647 0.288304
68 C 1.753820 -1.009832 0.602238
69 N 0.662018 -0.773371 1.397962
70 C 0.039247 -1.807388 1.946017
71 C 0.433578 -3.128852 1.740427
72 C 1.507065 -3.383061 0.924216
73 C 2.215961 -2.317455 0.338681
74 H 5.615585 -4.914666 7.030000
75 H 5.977940 -6.071363 5.730779
76 H 4.284862 -5.626093 6.088770
77 H 4.529850 -6.387109 3.929251
78 H 4.066355 -6.477086 1.510381
79 H 5.208383 -2.374776 1.107794
80 H 5.734258 -2.297156 3.508463
81 H 4.757585 -1.522315 -1.759699
82 H 3.959945 0.777335 -1.243166
83 H -0.822561 -1.589876 2.568318
84 H -0.119998 -3.928551 2.210433
85 H 1.811098 -4.401933 0.724866
86 C 1.578044 3.438893 3.282452
87 O 0.239140 3.027138 2.840863
88 H 1.705716 3.181457 4.329978
89 H 1.694832 4.506831 3.121631
90 H 2.292602 2.894507 2.669357
91 H -0.416764 3.546960 3.321609

Cartesian forces (eV/Å) of the 3 atoms listed first:
Y -0.18 0.18 -0.01
C -0.01 0.02 -0.01
N 0.08 0.04 0.03

Results
* HOMO: -0.443 Ha
* energy relative to the best compared isomer or geometry (same formula, charge and spin): 0.0 kJ/mol
* Kohn-Sham gap: 6.46 eV
* E_tot: -75899.811 eV
* charge: +2



(2)
Below is C22H13F7O in the gas phase in a non-equilibrium geometry, with properties calculated with ωB97M-V/def2-TZVPD.

CARTESIAN COORDINATES (ANGSTROEM)
1 F 2.985939 0.668510 -5.327727
2 C 2.986330 1.110088 -4.025580
3 C 3.922081 2.068236 -3.670754
4 C 3.902466 2.482925 -2.340528
5 F 4.806360 3.437912 -1.942894
6 C 2.975094 2.024037 -1.418001
7 C 1.973776 1.110026 -1.826465
8 C 0.967462 0.619293 -0.862776
9 C 0.111776 -0.393328 -0.991413
10 C -1.160441 -0.481498 -0.189391
11 O -0.802727 -0.572737 1.362961
12 C -0.097415 0.249464 2.284418
13 C 1.136391 -0.104972 2.826684
14 C 1.637483 0.500227 3.996414
15 C 0.978768 1.550679 4.671499
16 C -0.292798 1.895820 4.178594
17 C -0.775387 1.288346 3.023225
18 C -2.114529 1.728665 2.614245
19 F -2.770189 2.419291 3.593382
20 F -2.913817 0.686412 2.275458
21 F -2.063759 2.562206 1.534578
22 C -1.846830 -1.846475 -0.610936
23 C -3.101224 -2.174148 -0.067943
24 C -3.892795 -3.190693 -0.613404
25 F -5.154053 -3.398029 -0.071561
26 C -3.451307 -3.962543 -1.702891
27 C -2.156232 -3.747865 -2.151925
28 F -1.656194 -4.521025 -3.198420
29 C -1.322772 -2.786765 -1.578763
30 C 2.019071 0.604542 -3.150472
31 H 4.651068 2.445195 -4.368782
32 H 2.975457 2.369969 -0.373861
33 H 1.030763 1.189849 0.072095
34 H 0.195470 -1.024052 -1.883054
35 H -1.838723 0.411955 -0.380713
36 H 1.761219 -0.825732 2.304631
37 H 2.571684 0.164489 4.418411
38 H 1.290016 1.995580 5.657246
39 H -0.912905 2.671119 4.698779
40 H -3.447037 -1.570992 0.782605
41 H -4.064626 -4.756163 -2.097457
42 H -0.314538 -2.758005 -2.007672
43 H 1.271626 -0.139814 -3.441843

Cartesian forces (eV/Å) of the 3 atoms listed first:
F 0.04 0.30 1.09
C -0.67 -0.52 -0.48
C -0.12 -0.21 0.70

Results
* HOMO: -0.336 Ha
* energy relative to the best compared isomer or geometry (same formula, charge and spin): 0.0 kJ/mol
* Kohn-Sham gap: 8.68 eV
* E_tot: -44092.455 eV
* structure (SMILES): Fc1cc(F)cc(/C=C/[C@H](Oc2ccccc2C(F)(F)F)c2cc(F)cc(F)c2)c1



(3)
Below is a molecular structure, C25H31ClCsI2N4O5S2 in a non-equilibrium geometry, with properties calculated with ωB97M-V/def2-TZVPD.

CARTESIAN COORDINATES (ANGSTROEM)
1 Cs -1.760941 -0.244731 0.364225
2 C 1.432464 0.354903 2.389378
3 C 0.345561 1.274977 2.858517
4 N 0.337974 2.465022 2.371782
5 N -0.502405 3.469494 2.744173
6 C -1.789512 3.401146 2.734321
7 S -2.786489 2.032975 2.437185
8 S -2.667859 4.874196 3.187692
9 C -1.319046 5.913062 3.835621
10 C -0.661212 5.388243 5.093636
11 C -1.404056 5.165074 6.252085
12 C -0.798291 4.667556 7.399402
13 C 0.563092 4.379547 7.402628
14 C 1.311349 4.597869 6.252470
15 C 0.700947 5.096937 5.106054
16 C -0.641419 0.786780 3.855996
17 C -0.889635 1.537528 5.021580
18 C -1.769181 1.104140 5.980486
19 C -2.475032 -0.111593 5.786503
20 C -2.274020 -0.866185 4.669358
21 C -1.338823 -0.476778 3.639716
22 O -1.166134 -1.199789 2.614722
23 H 2.030957 0.834864 1.616871
24 H 2.077719 0.074603 3.229903
25 H 0.990885 -0.562713 2.004831
26 H -0.586131 6.039611 3.042659
27 H -1.815049 6.866735 4.023451
28 H -2.471967 5.360414 6.239660
29 H -1.392059 4.495309 8.291917
30 H 1.036952 3.978343 8.293801
31 H 2.369778 4.359275 6.237870
32 H 1.277557 5.240056 4.198926
33 H -0.365533 2.477245 5.155912
34 H -1.928605 1.696505 6.875594
35 H -3.187995 -0.442231 6.534318
36 H -2.817908 -1.790899 4.507381
37 I -0.764667 -0.465231 -2.993077
38 C 1.150132 0.514713 -2.790759
39 I 1.022284 2.320259 -1.655431
40 H 1.548606 0.780230 -3.760445
41 H 1.821669 -0.148365 -2.251533
42 Cl 6.403064 -3.561368 -0.870213
43 C 5.135251 -2.300540 -1.052947
44 C 3.681683 -2.811482 -1.095730
45 O 3.470004 -4.048480 -1.150208
46 O 2.847453 -1.869009 -1.066100
47 H 5.341403 -1.767180 -1.972656
48 H 5.239280 -1.617993 -0.220389
49 O -2.867274 -1.910075 -2.976991
50 O -3.004778 -2.419197 -1.767877
51 C 0.448694 -4.923458 -1.229898
52 C 0.070945 -3.422159 -1.187594
53 N -0.319771 -3.037930 0.179844
54 C -1.423923 -3.871449 0.638671
55 C -0.944039 -5.341766 0.783824
56 N 0.439916 -5.422407 0.199922
57 C 1.410990 -4.595533 1.012410
58 C 0.831944 -3.157258 1.082229
59 H 1.461137 -5.052224 -1.607042
60 H -0.258044 -5.529038 -1.796840
61 H -0.762869 -3.217011 -1.854320
62 H 0.932399 -2.826720 -1.474921
63 H -2.228372 -3.789587 -0.093411
64 H -1.770431 -3.490824 1.600913
65 H -1.578147 -6.044893 0.247525
66 H -0.869959 -5.651814 1.825230
67 H 0.755155 -6.382926 0.207265
68 H 2.353378 -4.607595 0.471193
69 H 1.525355 -5.064290 1.989651
70 H 1.594943 -2.458941 0.749471
71 H 0.509936 -2.899835 2.090938

Cartesian forces (eV/Å) of the 3 atoms listed first:
Cs -0.51 0.38 -1.59
C 0.00 -0.07 0.01
C -0.28 0.42 0.17

Results
* HOMO (spin up / spin down): -0.142 / -0.161 Ha
* energy relative to the best compared isomer or geometry (same formula, charge and spin): 45.2 kJ/mol
* Kohn-Sham gap (spin up / spin down): 5.39 / 4.60 eV
* E_tot: -93564.990 eV
* charge: -1